Entry 1:
A structure of composition C65H53Cl4N6Os, computed with ωB97M-V/def2-TZVPD.

Summary:
- Kohn-Sham gap: 5.368 eV
- Total charge: +1
- Spin multiplicity: 1

Last column: Mulliken charge in e.
Element x y z (Å)
Os1 0.3912 0.3786 0.7232  0.78
Cl1 -5.4975 -7.1838 1.4556  -0.20
C1 -4.3706 -5.8732 1.3931  0.30
C2 -4.8240 -4.5905 1.1187  -1.12
C3 -3.9163 -3.5454 1.0651  -0.06
C4 -2.5549 -3.7722 1.2758  -0.02
C5 -2.1220 -5.0674 1.5448  0.03
C6 -3.0264 -6.1183 1.6132  -1.05
C7 -1.5985 -2.6386 1.1252  1.09
C8 -1.7273 -1.4784 2.0196  0.22
C9 -2.5949 -1.5002 3.1724  -1.42
C10 -2.4798 -0.3106 3.8036  -2.06
C11 -1.5315 0.4690 3.0496  0.83
C12 -1.2064 1.7961 3.2980  1.55
C13 -1.9689 2.4698 4.4007  -0.97
C14 -3.2943 2.8452 4.1822  0.34
C15 -4.0202 3.4852 5.1770  -1.07
C16 -3.4169 3.7397 6.3995  0.39
Cl2 -4.3183 4.5299 7.6472  -0.20
C17 -2.1040 3.3695 6.6357  -1.03
C18 -1.3804 2.7412 5.6309  0.27
C19 -0.3037 2.6172 2.5687  0.04
N1 0.4535 2.2130 1.5081  0.97
C20 1.0935 3.3121 1.0061  0.34
C21 1.9317 3.3061 -0.1288  1.73
C22 2.4107 4.6329 -0.6181  -1.08
C23 3.3776 5.3660 0.0610  0.18
C24 3.7631 6.6176 -0.3972  -1.03
C25 3.1690 7.1406 -1.5337  0.38
Cl3 3.6343 8.7084 -2.0966  -0.20
C26 2.2064 6.4230 -2.2272  -1.11
C27 1.8359 5.1672 -1.7692  0.23
C28 2.3489 2.1950 -0.8618  -0.07
C29 3.3494 2.2422 -1.8888  -1.80
C30 3.5296 0.9624 -2.2997  -1.44
C31 2.6552 0.1204 -1.5264  -0.44
N2 1.9281 0.8995 -0.6697  1.45
C32 2.5221 -1.3288 -1.8241  0.91
C33 1.9449 -2.2785 -1.0312  -0.30
C34 1.1133 -3.4477 -1.4031  -0.77
C35 -0.0854 -3.6855 -0.7635  -0.65
C36 -0.6417 -2.7000 0.1645  -0.90
N3 0.1063 -1.5054 -0.0414  0.54
C37 2.9486 -1.7766 -3.1866  -0.17
C38 2.3470 -1.2736 -4.3381  0.27
C39 2.7144 -1.7414 -5.5896  -0.99
C40 3.7037 -2.7080 -5.6917  0.17
Cl4 4.1537 -3.3069 -7.2499  -0.20
C41 4.3325 -3.2036 -4.5617  -1.04
C42 3.9426 -2.7441 -3.3112  -0.30
C43 0.7320 4.4598 1.7956  -1.71
C44 -0.1159 4.0304 2.7623  -1.71
N4 -1.0698 -0.2771 1.9860  0.59
H1 -5.8782 -4.4155 0.9402  0.42
H2 -4.2602 -2.5407 0.8342  0.51
H3 -1.0658 -5.2565 1.7179  0.44
H4 -2.6917 -7.1233 1.8420  0.43
H5 -3.2144 -2.3325 3.4692  0.72
H6 -2.9823 0.0077 4.7060  0.63
H7 -3.7577 2.6346 3.2231  0.43
H8 -5.0470 3.7853 5.0084  0.43
H9 -1.6526 3.5721 7.5990  0.41
H10 -0.3491 2.4515 5.8095  0.50
H11 3.8408 4.9538 0.9530  0.47
H12 4.5215 7.1879 0.1253  0.42
H13 1.7520 6.8436 -3.1147  0.42
H14 1.0827 4.5965 -2.3056  0.48
H15 3.8613 3.1327 -2.2293  0.65
H16 4.2235 0.6087 -3.0498  0.76
H17 1.4399 -4.1158 -2.1950  0.57
H18 -0.6410 -4.5954 -0.9686  0.82
H19 1.5736 -0.5145 -4.2578  0.65
H20 2.2356 -1.3638 -6.4847  0.43
H21 5.1187 -3.9417 -4.6616  0.45
H22 4.4227 -3.1321 -2.4188  0.44
H23 1.0860 5.4665 1.6246  0.70
H24 -0.5910 4.6173 3.5350  0.67
C45 -2.4666 -3.6995 -3.0701  -1.16
C46 -1.9296 -2.7164 -4.1187  0.36
C47 -0.4066 -2.7045 -4.2787  -1.66
C48 -2.5138 -1.3245 -3.9172  0.63
C49 -3.3592 -0.8863 -4.9313  -1.17
C50 -3.9590 0.3560 -4.9120  -1.31
C51 -3.6992 1.1808 -3.8414  -0.98
C52 -2.8805 0.7942 -2.7814  0.31
C53 -2.7890 1.8059 -1.6581  0.37
C54 -3.3963 1.2920 -0.3485  -1.31
C55 -1.3812 2.3602 -1.4745  -1.76
C56 -2.2636 -0.4842 -2.8004  0.17
N5 -1.5330 -1.0079 -1.6882  0.53
C57 -0.3425 -0.8675 -1.3242  -1.42
C58 1.5050 -1.9165 0.3537  1.96
C59 1.6257 -3.0998 1.3252  -1.06
C60 2.3001 -2.6948 2.3960  -1.56
C61 2.5270 -1.2590 2.2488  -0.87
N6 2.0918 -0.8247 1.1041  -0.03
C62 3.2781 -0.3908 3.2107  2.43
C63 3.1250 -0.9236 4.6412  -1.90
C64 2.8020 1.0606 3.1330  -1.62
C65 4.7521 -0.4854 2.7666  -1.73
H25 -2.0070 -4.6881 -3.1866  0.38
H26 -3.5458 -3.8165 -3.1921  0.49
H27 -2.2871 -3.3384 -2.0577  -0.07
H28 -2.3077 -3.0567 -5.0819  0.80
H29 0.1019 -2.3076 -3.4090  0.21
H30 -0.1344 -2.0829 -5.1376  0.57
H31 -0.0292 -3.7169 -4.4628  0.44
H32 -3.5409 -1.5504 -5.7708  0.42
H33 -4.6192 0.6707 -5.7122  0.39
H34 -4.1631 2.1630 -3.8024  0.41
H35 -3.4099 2.6460 -1.9664  0.92
H36 -2.9516 0.3421 -0.0595  -0.01
H37 -4.4728 1.1321 -0.4611  0.57
H38 -3.2353 2.0169 0.4599  0.26
H39 -0.8016 1.7505 -0.7800  0.39
H40 -1.4146 3.3734 -1.0619  0.51
H41 -0.8304 2.3841 -2.4187  0.48
H42 0.4040 -0.3848 -1.9294  0.85
H43 1.3561 -4.1194 1.1109  0.62
H44 2.6187 -3.3018 3.2332  0.56
H45 2.0712 -1.0353 4.9155  0.36
H46 3.5821 -0.2183 5.3366  0.44
H47 3.6248 -1.8868 4.7732  0.44
H48 1.7635 1.1431 3.4606  0.17
H49 2.8715 1.4448 2.1144  -0.03
H50 3.4209 1.6820 3.7838  0.71
H51 5.0901 -1.5253 2.7307  0.43
H52 5.3754 0.0509 3.4846  0.45
H53 4.8869 -0.0433 1.7763  0.30

Forces on atoms 1 to 2 (eV/Å):
0.5 0.1 -0.1
0.0 0.0 0.0

***

Entry 2:
A structure of composition C65H58CaF3Ge2N2O4Sb, computed with ωB97M-V/def2-TZVPD.

Summary:
- Energy relative to the best compared isomer or geometry (same formula, charge and spin): 0.0 kcal/mol
- Kohn-Sham gap (alpha / beta): 7.722 / 7.148 eV
- Total charge: +1
- Spin multiplicity: 2

Last column: Mulliken charge in e.
Element x y z (Å)
Ca1 -0.5992 0.7213 -0.2160  0.63
C1 -2.7296 -3.6733 -4.5980  -0.61
C2 -1.9490 -4.4261 -3.7293  -0.82
C3 -1.7388 -3.9980 -2.4255  0.05
C4 -2.3116 -2.8061 -1.9770  0.19
C5 -3.0749 -2.0473 -2.8684  -0.05
C6 -3.2915 -2.4778 -4.1685  -0.78
Ge1 -2.0650 -2.1586 -0.1749  -1.11
C7 -0.9111 -3.2281 0.9422  0.73
C8 -1.2749 -3.6098 2.2345  -0.08
C9 -0.3936 -4.3249 3.0329  -0.83
C10 0.8557 -4.6845 2.5456  -0.24
C11 1.2164 -4.3392 1.2504  -1.04
C12 0.3434 -3.6063 0.4589  -0.75
C13 -3.6559 -1.5268 0.7323  0.62
C14 -4.9116 -1.4913 0.1206  0.03
C15 -6.0146 -0.9938 0.7997  -0.73
C16 -5.8822 -0.5330 2.1047  -0.73
C17 -4.6386 -0.5588 2.7239  -0.99
C18 -3.5308 -1.0394 2.0370  0.36
H1 -2.8983 -4.0205 -5.6098  0.41
H2 -1.5089 -5.3562 -4.0661  0.46
H3 -1.1394 -4.6032 -1.7554  0.50
H4 -3.5051 -1.1056 -2.5489  0.25
H5 -3.8929 -1.8766 -4.8408  0.45
H6 -2.2496 -3.3494 2.6291  0.59
H7 -0.6824 -4.6039 4.0383  0.45
H8 1.5473 -5.2303 3.1740  0.47
H9 2.1872 -4.6253 0.8639  0.43
H10 0.6527 -3.3235 -0.5442  0.63
H11 -5.0389 -1.8727 -0.8851  0.57
H12 -6.9840 -0.9833 0.3177  0.47
H13 -6.7526 -0.1765 2.6428  0.51
H14 -4.5307 -0.2150 3.7461  0.41
H15 -2.5611 -1.0402 2.5254  0.11
O1 -0.7637 2.0574 1.6855  -0.74
C19 -0.4611 1.0450 2.3942  1.09
O2 -0.2039 -0.0773 1.8563  0.76
C20 -0.4116 1.1733 3.8973  -1.56
C21 0.1694 -0.0456 4.6051  -1.33
Ge2 2.1226 -0.2860 4.5202  2.78
C22 2.9435 -0.1390 2.7411  -0.24
C23 3.9799 0.7574 2.4822  -0.74
C24 4.6886 0.7111 1.2829  -0.77
C25 4.3791 -0.2492 0.3292  -0.95
C26 3.3393 -1.1457 0.5681  -0.51
C27 2.6278 -1.0819 1.7584  0.47
C28 2.9813 1.0106 5.6958  -0.07
C29 3.7416 0.5824 6.7835  -0.45
C30 4.3499 1.4975 7.6338  -0.67
C31 4.2080 2.8587 7.4076  -0.53
C32 3.4585 3.3034 6.3264  -0.76
C33 2.8527 2.3850 5.4802  -0.08
C34 2.4923 -2.0931 5.1529  -0.11
C35 1.7407 -2.6324 6.1987  -0.58
C36 1.9985 -3.9084 6.6821  -0.71
C37 3.0190 -4.6679 6.1241  -0.47
C38 3.7752 -4.1467 5.0833  -0.80
C39 3.5113 -2.8697 4.6028  -0.09
H16 -1.4407 1.3712 4.2201  0.51
H17 0.1266 2.0968 4.1226  0.31
H18 -0.2878 -0.9575 4.2172  0.42
H19 -0.0673 0.0074 5.6710  0.66
H20 4.2670 1.4856 3.2323  0.47
H21 5.4956 1.4114 1.1063  0.44
H22 4.9531 -0.3075 -0.5883  0.45
H23 3.0953 -1.9062 -0.1663  0.35
H24 1.8250 -1.7882 1.9328  0.11
H25 3.8640 -0.4786 6.9731  0.32
H26 4.9364 1.1444 8.4727  0.41
H27 4.6823 3.5719 8.0695  0.39
H28 3.3480 4.3647 6.1414  0.42
H29 2.2834 2.7578 4.6337  0.35
H30 0.9413 -2.0548 6.6519  0.35
H31 1.4076 -4.3074 7.4975  0.41
H32 3.2265 -5.6609 6.5033  0.39
H33 4.5757 -4.7324 4.6477  0.40
H34 4.1145 -2.4788 3.7903  0.35
N1 -5.2578 3.0204 1.5809  -0.75
C40 -3.8896 2.5959 1.3120  0.29
C41 -3.7872 2.0537 -0.1026  -0.51
O3 -4.8247 2.2823 -0.8666  -0.47
O4 -2.8141 1.4533 -0.5266  0.15
H35 -5.3029 3.8763 2.1143  0.24
H36 -5.7778 2.3040 2.0725  0.18
H37 -5.4720 2.7439 -0.2746  0.44
H38 -3.5001 1.8359 1.9872  -0.17
H39 -3.1968 3.4362 1.3727  0.52
F1 2.0247 5.5164 -7.0960  -0.37
C42 1.4666 4.5826 -6.3090  0.35
C43 0.3839 4.9374 -5.5266  -0.68
C44 -0.1798 3.9708 -4.7091  -0.61
C45 0.3246 2.6719 -4.6854  0.13
C46 1.4116 2.3504 -5.4910  -0.19
C47 1.9958 3.3084 -6.3100  -0.66
Sb1 -0.6579 1.2263 -3.4914  1.32
C48 0.4599 -0.5181 -3.9635  0.67
C49 1.6290 -0.7360 -3.2313  -0.34
C50 2.3571 -1.9094 -3.3671  -0.88
C51 1.8835 -2.8715 -4.2384  0.22
F2 2.5672 -4.0184 -4.3655  -0.37
C52 0.7283 -2.6985 -4.9744  -0.70
C53 0.0182 -1.5144 -4.8311  -0.72
C54 -2.3724 0.9729 -4.6999  0.36
C55 -2.2477 0.8169 -6.0807  -0.62
C56 -3.3684 0.6570 -6.8813  -0.73
C57 -4.6123 0.6730 -6.2771  0.15
F3 -5.7025 0.5191 -7.0427  -0.36
C58 -4.7769 0.8524 -4.9175  -0.31
C59 -3.6432 1.0046 -4.1305  -0.57
H40 0.0017 5.9489 -5.5655  0.45
H41 -1.0304 4.2439 -4.0930  0.50
H42 1.8117 1.3425 -5.4943  0.49
H43 2.8404 3.0781 -6.9458  0.48
H44 1.9909 0.0234 -2.5442  0.44
H45 3.2702 -2.0872 -2.8136  0.56
H46 0.3948 -3.4862 -5.6370  0.53
H47 -0.8993 -1.3861 -5.3927  0.33
H48 -1.2675 0.8312 -6.5458  0.48
H49 -3.2950 0.5342 -7.9534  0.47
H50 -5.7747 0.8780 -4.4992  0.50
H51 -3.7609 1.1606 -3.0627  0.09
N2 1.6828 1.8089 -0.1126  0.03
C60 2.0337 2.8363 -1.0417  -0.12
C61 1.3258 4.0339 -1.0344  -0.18
C62 1.6391 5.0251 -1.9519  -0.85
C63 2.6499 4.8293 -2.8830  -0.46
C64 3.3457 3.6307 -2.8909  -0.73
C65 3.0419 2.6329 -1.9742  0.19
H52 2.4594 1.1785 0.0721  -0.68
H53 1.4231 2.2184 0.7829  0.36
H54 0.5470 4.1934 -0.2955  0.55
H55 1.0910 5.9592 -1.9348  0.44
H56 2.8937 5.6042 -3.5973  0.48
H57 4.1384 3.4693 -3.6107  0.42
H58 3.6099 1.7087 -1.9627  0.25

Forces on atoms 1 to 2 (eV/Å):
-0.2 0.4 -0.2
0.0 0.0 0.0

***

Entry 3:
A structure of composition C65H64N2O6P3Pd, computed with ωB97M-V/def2-TZVPD.

Summary:
- Kohn-Sham gap: 3.824 eV
- Total charge: +1
- Spin multiplicity: 1

Last column: Mulliken charge in e.
Element x y z (Å)
C1 -3.9041 -6.7277 2.7208  -1.60
C2 -4.3772 -5.3339 2.4536  0.20
C3 -5.3088 -4.7399 3.3001  -1.05
C4 -5.8402 -3.4828 3.0331  1.44
C5 -6.8826 -3.0096 4.0000  -1.92
C6 -5.3812 -2.7311 1.9279  0.03
N1 -5.8682 -1.3922 1.7930  0.16
P1 -6.5016 -0.4467 3.0864  -0.18
H1 -1.7397 -0.4755 1.5316  0.39
N2 -6.4269 0.9528 2.1215  0.10
C7 -6.7141 2.2710 2.5935  0.40
C8 -6.1389 3.4171 1.9884  1.33
C9 -5.0672 3.3787 0.9371  -1.71
C10 -6.5410 4.6782 2.4381  -1.05
C11 -7.4329 4.8395 3.4998  0.42
C12 -7.8701 6.2077 3.9301  -1.45
C13 -7.8908 3.6992 4.1587  -1.24
C14 -7.5802 2.4238 3.6968  1.46
C15 -8.1911 1.2922 4.4569  -1.83
C16 -6.2587 0.6172 0.7801  -0.48
C17 -5.9638 -0.6886 0.5946  -0.49
C18 -4.3916 -3.3056 1.0737  1.95
C19 -3.7340 -2.6301 -0.0966  -1.36
C20 -3.9222 -4.5927 1.3638  -1.22
H2 -3.0349 -6.9661 2.1032  0.34
H3 -3.6334 -6.8510 3.7755  0.39
H4 -4.6869 -7.4663 2.5025  0.33
H5 -5.6407 -5.2812 4.1901  0.40
H6 -7.7197 -2.4848 3.5107  0.47
H7 -7.3051 -3.8828 4.5141  0.47
H8 -6.4286 -2.3841 4.7877  0.35
H9 -4.6594 4.3875 0.7885  0.40
H10 -4.2243 2.7413 1.2295  0.29
H11 -5.4193 3.0593 -0.0511  0.35
H12 -6.1291 5.5741 1.9677  0.39
H13 -8.6293 6.1317 4.7165  0.36
H14 -7.0252 6.7912 4.3218  0.33
H15 -8.2983 6.7715 3.0896  0.36
H16 -8.5263 3.8182 5.0415  0.34
H17 -9.0606 1.6557 5.0164  0.44
H18 -8.5471 0.4738 3.8152  0.47
H19 -7.4810 0.9145 5.2058  0.36
H20 -6.3511 1.3832 0.0300  0.58
H21 -5.8273 -1.2000 -0.3436  0.58
H22 -3.0717 -3.3554 -0.5927  -0.05
H23 -4.4307 -2.2910 -0.8692  0.35
H24 -3.1071 -1.7750 0.1931  0.46
H25 -3.1543 -5.0344 0.7255  0.33
C21 7.7540 -1.1875 -1.3200  -0.66
C22 7.0657 -2.3998 -1.4195  -0.62
C23 5.9334 -2.4933 -2.2312  -0.20
C24 5.5046 -1.3516 -2.8950  -0.13
O1 4.2385 -1.3799 -3.5373  -0.31
P2 2.8779 -1.7237 -2.7208  1.40
O2 1.7668 -1.6774 -3.8982  -0.12
C25 2.0074 -1.6886 -5.2822  0.29
C26 1.7600 -2.8695 -5.9770  -0.29
C27 2.0370 -2.8960 -7.3452  -0.52
C28 2.5260 -1.7510 -7.9807  -0.60
C29 2.7348 -0.5689 -7.2633  -0.61
C30 2.4745 -0.5301 -5.8935  -0.30
O3 3.0316 -3.3024 -2.3784  -0.56
C31 2.0663 -4.3105 -2.3281  0.01
C32 2.5680 -5.6088 -2.3480  -0.40
C33 1.6674 -6.6725 -2.3855  -0.57
C34 0.2939 -6.4189 -2.3754  -0.70
C35 -0.1861 -5.1103 -2.3071  -0.98
C36 0.7065 -4.0294 -2.2794  0.45
Pd1 2.5083 -0.4339 -0.9717  -0.46
P3 3.2116 1.6774 -0.9489  0.50
O4 4.7689 1.6876 -0.4634  -0.15
C37 5.6009 2.7618 -0.1179  0.14
C38 6.2151 2.7117 1.1263  -0.19
C39 6.8968 3.8428 1.5670  -0.56
C40 7.0059 4.9588 0.7361  -0.57
C41 6.4562 4.9467 -0.5474  -0.70
C42 5.7733 3.8179 -1.0028  -0.36
O5 3.1521 2.5006 -2.3521  0.06
C43 2.3623 3.6387 -2.6021  0.41
C44 3.0211 4.7584 -3.0974  -0.28
C45 2.3436 5.9791 -3.1059  -0.63
C46 1.0065 6.0375 -2.7111  -0.64
C47 0.3389 4.8752 -2.3170  -0.56
C48 1.0151 3.6538 -2.2611  -0.18
O6 2.5141 2.7573 0.0476  0.12
C49 2.9034 3.1631 1.3300  0.65
C50 3.1580 4.5198 1.5107  -0.55
C51 3.6549 4.9351 2.7459  -0.49
C52 3.8231 4.0082 3.7751  -0.64
C53 3.4855 2.6673 3.5905  -0.63
C54 3.0061 2.2311 2.3532  0.07
C55 0.8756 -0.4918 0.5286  -0.37
C56 1.3178 -1.8063 1.0966  0.65
C57 2.6149 -1.9384 1.6304  -0.02
C58 3.1586 -3.2069 1.8522  -0.79
C59 2.3866 -4.3474 1.6118  -0.44
C60 1.0507 -4.2217 1.2177  -0.51
C61 0.5097 -2.9579 0.9876  -0.37
C62 -0.4126 -0.2547 -0.0510  -0.51
C63 -1.5715 0.2329 0.7473  -1.84
C64 6.1840 -0.1378 -2.8334  -0.19
C65 7.3208 -0.0614 -2.0244  -0.45
H26 8.6518 -1.1237 -0.7020  0.40
H27 7.4050 -3.2841 -0.8779  0.41
H28 5.3759 -3.4215 -2.3098  0.54
H29 1.3647 -3.7314 -5.4393  0.43
H30 1.8677 -3.8192 -7.9006  0.39
H31 2.7435 -1.7767 -9.0499  0.36
H32 3.1086 0.3294 -7.7557  0.39
H33 2.6141 0.3738 -5.3020  0.43
H34 3.6478 -5.7480 -2.3491  0.40
H35 2.0564 -7.6895 -2.4253  0.40
H36 -0.4063 -7.2557 -2.4195  0.39
H37 -1.2603 -4.9147 -2.2869  0.47
H38 0.3406 -3.0059 -2.1929  0.41
H39 6.0987 1.8124 1.7284  0.45
H40 7.3315 3.8400 2.5662  0.44
H41 7.5304 5.8465 1.0956  0.39
H42 6.5468 5.8085 -1.2091  0.42
H43 5.3734 3.7421 -2.0131  0.43
H44 4.0574 4.6678 -3.4173  0.43
H45 2.8776 6.8763 -3.4181  0.40
H46 0.4779 6.9933 -2.7109  0.38
H47 -0.7123 4.9147 -2.0342  0.42
H48 0.5133 2.7369 -1.9515  0.34
H49 2.9920 5.2056 0.6791  0.45
H50 3.9119 5.9854 2.8903  0.42
H51 4.2218 4.3346 4.7377  0.38
H52 3.5953 1.9427 4.3985  0.41
H53 2.7252 1.1932 2.1730  -0.07
H54 1.2709 0.3590 1.1208  0.23
H55 3.2147 -1.0492 1.8429  0.33
H56 4.1917 -3.3101 2.1979  0.41
H57 2.8189 -5.3448 1.7215  0.39
H58 0.4217 -5.1062 1.0792  0.37
H59 -0.5262 -2.8250 0.6737  0.36
H60 -0.5048 -0.2525 -1.1350  0.52
H61 -1.2907 1.1812 1.2343  0.50
H62 -2.4821 0.4182 0.1708  0.39
H63 5.8039 0.7279 -3.3746  0.44
H64 7.8656 0.8832 -1.9674  0.44

Forces on atoms 1 to 2 (eV/Å):
0.2 -0.2 0.0
-0.2 0.3 0.1

***

no.,energy (a.u.)
1,-4768.4268
2,-8293.4614
3,-4228.0047